Computed, not measured: C68H57N4O2P2Sn as an isolated structure at a distorted geometry, with ωB97M-V/def2-TZVPD.

Geometry (Å):
Sn 0.010 -0.092 0.266
C 0.000 4.705 -1.216
N 0.564 5.147 0.036
C -0.189 4.908 1.230
P -0.661 3.172 1.807
C 0.862 2.257 2.197
C 1.000 1.510 3.375
C 2.252 1.060 3.764
C 3.379 1.370 3.013
C 3.249 2.107 1.843
C 1.999 2.540 1.431
C -1.482 3.460 3.406
C -2.057 2.370 4.068
C -2.615 2.530 5.324
C -2.610 3.780 5.931
C -2.088 4.874 5.260
C -1.528 4.721 4.000
C 1.861 5.723 0.097
C 2.167 6.672 1.070
C 3.436 7.227 1.128
C 4.412 6.854 0.215
C 4.103 5.923 -0.764
C 2.839 5.352 -0.823
P 0.071 2.857 -1.475
C -1.315 2.470 -2.605
C -1.371 1.141 -3.035
C -2.333 0.726 -3.939
C -3.259 1.641 -4.428
C -3.213 2.960 -4.008
C -2.249 3.376 -3.096
C 1.482 2.715 -2.631
C 2.519 1.843 -2.352
C 3.587 1.716 -3.233
C 3.616 2.463 -4.398
C 2.570 3.324 -4.693
C 1.506 3.448 -3.820
H 0.515 5.179 -2.049
H -1.043 5.030 -1.249
H -1.148 5.440 1.213
H 0.384 5.237 2.095
H 0.157 1.309 4.017
H 2.351 0.494 4.681
H 4.359 1.057 3.350
H 4.117 2.367 1.251
H 1.933 3.133 0.529
H -2.080 1.394 3.597
H -3.063 1.684 5.828
H -3.021 3.900 6.925
H -2.115 5.855 5.715
H -1.142 5.599 3.501
H 1.411 7.012 1.767
H 3.654 7.975 1.878
H 5.396 7.298 0.256
H 4.850 5.635 -1.492
H 2.626 4.620 -1.594
H -0.617 0.436 -2.692
H -2.352 -0.302 -4.278
H -4.002 1.327 -5.149
H -3.922 3.677 -4.401
H -2.237 4.416 -2.796
H 2.506 1.269 -1.431
H 4.396 1.041 -2.999
H 4.457 2.384 -5.074
H 2.586 3.903 -5.607
H 0.690 4.115 -4.073
C -4.349 3.557 0.741
C -5.088 2.539 1.410
C -4.776 1.244 1.366
C -3.604 0.616 0.704
C -2.142 2.461 0.952
C -3.037 3.519 0.500
C -2.821 -1.620 -0.307
C -3.216 -2.616 -1.243
C -2.531 -3.788 -1.335
C -1.457 -4.046 -0.454
C -0.804 -5.297 -0.370
C 0.221 -5.483 0.515
C 0.638 -4.426 1.349
C 0.030 -3.202 1.276
C -1.040 -2.988 0.380
N -1.672 -1.761 0.376
H -4.890 4.454 0.460
H -6.008 2.836 1.899
H -5.446 0.539 1.845
H -2.578 4.373 0.028
H -4.077 -2.428 -1.865
H -2.822 -4.542 -2.057
H -1.150 -6.108 -0.999
H 0.703 -6.448 0.596
H 1.429 -4.597 2.067
H 0.316 -2.403 1.952
C -0.256 -6.868 -5.570
O 0.249 -5.816 -4.738
C 1.071 -4.898 -5.296
C 1.397 -4.824 -6.643
C 2.240 -3.820 -7.091
C 2.757 -2.877 -6.209
C 2.429 -2.937 -4.868
C 1.598 -3.950 -4.408
N 1.103 -4.045 -3.076
C 1.469 -3.479 -1.965
C 2.723 -2.873 -1.642
C 3.941 -3.369 -2.157
C 5.141 -2.942 -1.647
C 5.153 -1.993 -0.615
C 3.978 -1.468 -0.118
C 2.743 -1.881 -0.633
O 1.603 -1.339 -0.208
H -0.882 -6.468 -6.367
H -0.850 -7.502 -4.921
H 0.566 -7.447 -5.990
H 0.998 -5.543 -7.344
H 2.492 -3.770 -8.141
H 3.416 -2.099 -6.566
H 2.804 -2.188 -4.186
H 0.292 -4.658 -3.034
H 0.739 -3.539 -1.162
H 3.921 -4.126 -2.930
H 6.069 -3.350 -2.022
H 6.100 -1.665 -0.206
H 3.981 -0.731 0.674
N -2.335 1.176 0.989
C -3.790 -0.553 0.027
C -5.215 -0.886 -0.286
C -5.818 -2.033 0.233
C -7.157 -2.293 -0.010
C -7.904 -1.418 -0.788
C -7.311 -0.281 -1.317
C -5.974 -0.012 -1.063
H -5.244 -2.711 0.856
H -7.619 -3.175 0.412
H -8.948 -1.624 -0.984
H -7.892 0.398 -1.926
H -5.508 0.873 -1.481

Atoms 1-3, force components in eV/Å:
0.253 -0.013 -0.090
-0.267 0.096 0.149
-0.113 -0.519 0.380

Values from the calculation:
Highest occupied orbital energy: -14.07 eV
Lowest unoccupied orbital energy: -8.105 eV
Charge: +3
Orbital gap: 0.2192 hartree
Energy above the lowest of the compared OMol25 structures with the same formula, charge and spin: 186.7 kJ/mol
Calculated total energy: -3891.087215 Eh
2S+1: 1

***

Computed, not measured: a 13-piece molecular cluster, C69H157N7O13 overall at a distorted geometry, with ωB97M-V/def2-TZVPD.

Geometry (Å):
C 15.050 19.086 17.452
O 16.050 19.761 16.727
H 15.266 18.904 18.505
H 14.079 19.578 17.298
H 14.902 18.083 16.987
H 16.037 19.295 15.885
C 18.372 17.495 16.634
O 18.680 18.532 17.535
H 19.087 16.699 16.818
H 17.328 17.132 16.757
H 18.490 17.871 15.598
H 17.906 19.123 17.615
C 18.454 11.259 10.416
O 19.189 11.842 11.450
H 17.625 10.698 10.859
H 18.009 12.123 9.860
H 19.005 10.655 9.693
H 19.945 12.178 10.942
C 9.927 14.377 12.820
O 9.376 15.260 11.860
H 9.901 14.869 13.785
H 9.276 13.477 12.871
H 10.947 14.089 12.495
H 9.711 14.912 11.033
C 12.940 13.885 8.808
O 11.652 13.654 8.327
H 13.718 13.814 8.002
H 12.939 14.946 9.091
H 13.130 13.184 9.651
H 11.466 12.725 8.221
C 17.019 9.420 14.005
O 16.615 8.464 14.971
H 18.136 9.512 13.967
H 16.606 9.079 13.048
H 16.587 10.381 14.297
H 17.336 7.816 14.955
C 11.718 13.084 18.512
C 10.956 11.883 17.901
C 10.053 12.395 16.781
C 9.406 11.281 15.977
C 10.512 10.448 15.347
C 11.366 9.823 16.436
N 11.907 10.968 17.240
O 12.776 10.362 18.290
C 10.677 8.709 17.178
C 12.584 9.155 15.709
C 10.148 11.221 18.984
H 12.235 12.704 19.410
H 11.088 13.925 18.778
H 12.514 13.429 17.833
H 9.337 13.107 17.203
H 10.701 12.922 16.061
H 8.888 11.809 15.171
H 8.650 10.729 16.562
H 11.178 11.114 14.787
H 10.150 9.653 14.718
H 9.620 8.932 17.415
H 10.692 7.770 16.584
H 11.237 8.574 18.107
H 13.140 8.540 16.428
H 12.184 8.540 14.890
H 13.228 9.904 15.269
H 9.659 11.964 19.622
H 10.729 10.598 19.653
H 9.336 10.579 18.578
H 13.689 10.562 18.017
C 14.637 10.517 8.640
C 13.760 9.669 9.565
C 14.441 9.659 10.946
C 13.544 9.183 12.052
C 12.240 9.934 12.152
C 11.525 9.987 10.786
N 12.546 10.442 9.779
O 11.814 10.710 8.542
C 10.802 8.635 10.477
C 10.424 11.059 10.898
C 13.549 8.311 8.961
H 14.721 11.540 9.028
H 14.064 10.581 7.697
H 15.614 10.100 8.367
H 15.367 9.096 10.930
H 14.694 10.697 11.177
H 14.115 9.339 12.976
H 13.322 8.138 11.966
H 12.453 10.947 12.494
H 11.592 9.473 12.942
H 9.899 8.656 11.081
H 10.489 8.560 9.442
H 11.314 7.697 10.748
H 9.712 10.947 10.084
H 9.890 11.050 11.855
H 10.810 12.091 10.880
H 12.799 8.342 8.151
H 13.295 7.448 9.577
H 14.492 7.972 8.454
H 11.349 9.942 8.186
C 17.248 14.238 13.803
C 15.879 14.292 13.064
C 15.227 12.864 13.022
C 14.648 12.299 14.287
C 13.615 13.345 14.739
C 14.195 14.760 14.900
N 14.814 15.180 13.619
O 15.280 16.506 13.786
C 13.041 15.703 15.110
C 15.133 14.738 16.103
C 16.027 14.870 11.652
H 17.783 15.176 13.832
H 17.827 13.503 13.239
H 17.200 13.868 14.847
H 14.366 12.890 12.359
H 15.952 12.114 12.685
H 15.433 12.149 15.030
H 14.196 11.333 14.067
H 13.068 13.114 15.655
H 12.894 13.402 13.895
H 12.362 15.712 14.221
H 12.386 15.394 15.931
H 13.353 16.711 15.283
H 15.641 13.789 16.166
H 15.895 15.481 15.963
H 14.539 14.973 17.019
H 16.683 14.222 11.074
H 16.296 15.902 11.574
H 15.032 14.845 11.175
H 14.616 16.967 13.238
C 14.772 19.832 13.574
C 13.542 19.991 12.654
C 13.492 21.395 12.011
C 14.639 21.567 10.963
C 14.514 20.514 9.912
C 14.534 19.107 10.416
N 13.519 19.014 11.493
O 13.565 17.696 12.076
C 14.162 18.158 9.350
C 15.938 18.736 10.907
C 12.302 19.791 13.534
H 14.769 20.466 14.478
H 15.702 20.040 13.053
H 14.728 18.799 13.972
H 12.519 21.525 11.504
H 13.569 22.173 12.806
H 15.650 21.449 11.356
H 14.560 22.531 10.431
H 15.285 20.553 9.119
H 13.576 20.688 9.366
H 14.625 18.230 8.375
H 14.349 17.164 9.724
H 13.095 18.228 9.097
H 16.503 19.614 11.169
H 15.959 18.028 11.737
H 16.475 18.277 10.062
H 12.197 18.733 13.859
H 11.422 20.040 12.937
H 12.329 20.412 14.443
H 12.679 17.301 12.030
C 9.141 20.938 18.477
C 9.366 19.898 17.379
C 10.804 19.264 17.594
C 11.011 18.028 16.762
C 9.992 16.946 17.178
C 8.562 17.439 17.023
N 8.438 18.805 17.696
O 7.095 19.305 17.515
C 8.216 17.466 15.536
C 7.647 16.476 17.783
C 9.337 20.524 15.946
H 8.350 21.628 18.181
H 10.033 21.467 18.747
H 8.708 20.420 19.365
H 11.549 20.021 17.314
H 11.063 18.937 18.615
H 12.028 17.723 17.039
H 11.056 18.217 15.675
H 10.146 16.724 18.218
H 10.120 16.044 16.567
H 8.911 18.025 14.893
H 8.041 16.455 15.129
H 7.250 17.982 15.463
H 7.963 16.367 18.804
H 6.623 16.843 17.706
H 7.708 15.485 17.308
H 8.357 20.341 15.519
H 10.108 20.108 15.302
H 9.460 21.597 15.971
H 6.704 19.324 18.406
C 13.848 15.916 19.643
C 15.102 15.707 20.549
C 16.218 15.191 19.658
C 17.607 15.246 20.395
C 17.867 16.666 20.764
C 16.782 17.320 21.627
N 15.488 17.121 20.951
O 14.307 17.628 21.827
C 16.779 16.778 23.082
C 17.027 18.864 21.583
C 14.775 14.780 21.663
H 13.135 16.413 20.284
H 13.421 14.999 19.249
H 14.066 16.586 18.805
H 15.888 14.225 19.313
H 16.302 15.781 18.740
H 18.359 14.896 19.688
H 17.647 14.625 21.285
H 18.007 17.150 19.799
H 18.857 16.759 21.262
H 15.774 16.764 23.501
H 17.183 15.760 23.091
H 17.405 17.450 23.682
H 17.938 19.092 22.120
H 17.096 19.285 20.551
H 16.224 19.348 22.128
H 15.657 14.430 22.183
H 14.239 13.940 21.173
H 14.099 15.258 22.391
H 14.130 18.423 21.297
C 18.005 12.273 18.030
C 18.259 10.801 18.095
C 19.287 10.565 19.237
C 18.652 10.713 20.640
C 17.570 9.687 20.656
C 16.418 9.856 19.629
N 17.063 9.946 18.246
O 16.138 10.365 17.271
C 15.569 8.566 19.628
C 15.622 11.121 19.975
C 18.983 10.301 16.817
H 17.719 12.635 19.032
H 17.194 12.467 17.321
H 18.873 12.820 17.686
H 19.585 9.530 19.146
H 20.102 11.256 19.018
H 18.277 11.715 20.699
H 19.312 10.569 21.506
H 17.209 9.612 21.681
H 18.054 8.746 20.433
H 16.088 7.687 19.254
H 15.248 8.308 20.663
H 14.625 8.701 19.052
H 14.843 10.809 20.651
H 16.185 11.931 20.362
H 15.133 11.499 19.082
H 18.399 10.658 15.975
H 18.965 9.213 16.788
H 20.016 10.642 16.756
H 16.129 9.658 16.632

Atoms 1-3, force components in eV/Å:
-1.352 -1.349 -0.739
0.522 -0.064 0.051
0.243 0.414 -0.002

Values from the calculation:
Highest occupied orbital energy: -8.41 eV
Lowest unoccupied orbital energy: 0.366 eV
Orbital gap: 0.3224 hartree
Energy above the lowest of the compared OMol25 structures with the same formula, charge and spin: 0.0 kJ/mol
Calculated total energy: -4084.240534 Eh
2S+1: 1

***

Q: The lowest calculated total energy belongs to which entry?
A: C69H157N7O13

***

Q: Among the records above, which one has the highest highest occupied orbital energy?
A: C69H157N7O13

***

Q: Which formula does entry 1 have?
A: C68H57N4O2P2Sn